(1)
{
  "formula": "C45H46HfN6S2Se3Te",
  "method": "ωB97M-V/def2-TZVPD",
  "total_charge": -2,
  "multiplicity": 1,
  "species": ["Hf", "Se", "Se", "Te", "Se", "C", "C", "C", "C", "C", "C", "C", "C", "C", "C", "C", "C", "N", "C", "C", "N", "C", "C", "C", "C", "C", "C", "C", "C", "C", "C", "C", "C", "C", "C", "C", "C", "C", "C", "C", "C", "C", "C", "H", "H", "H", "H", "H", "H", "H", "H", "H", "H", "H", "H", "H", "H", "H", "H", "H", "H", "H", "H", "H", "H", "H", "H", "H", "H", "H", "H", "H", "H", "H", "H", "H", "H", "H", "H", "H", "H", "H", "H", "S", "C", "S", "C", "C", "N", "C", "N", "N", "C", "C", "C", "N", "C", "C", "H", "H", "H", "H", "H", "H"],
  "xyz": [[-0.6116, -0.5025, -1.4362], [-1.9868, 0.9997, -3.0680], [-1.7200, 2.5138, -4.7078], [-1.5099, -0.9254, -6.3696], [-1.3115, -1.0750, -3.9075], [4.7201, 0.7888, -0.2501], [3.8289, -0.1279, -1.0938], [4.5454, -0.4813, -2.4003], [3.4388, -1.3606, -0.3075], [4.4071, -2.3193, -0.0493], [4.1386, -3.4145, 0.7463], [2.8922, -3.5369, 1.3272], [1.8918, -2.6074, 1.0911], [0.5807, -2.7589, 1.8316], [0.7727, -2.3418, 3.2932], [0.0113, -4.1788, 1.7743], [2.1444, -1.5164, 0.2311], [1.1178, -0.5974, -0.0569], [0.8376, 0.3146, 0.9335], [-0.3502, 1.0336, 0.9545], [-1.2921, 0.8960, -0.0518], [-2.6138, 1.3067, 0.2023], [-3.4705, 0.4691, 0.9603], [-4.8145, 0.7806, 1.0529], [-5.3359, 1.8708, 0.3823], [-4.4921, 2.7107, -0.3117], [-3.1152, 2.4998, -0.3569], [-2.3101, 3.6365, -0.9837], [-0.7864, 3.5253, -1.0345], [-2.6172, 4.9316, -0.2140], [-2.9481, -0.7612, 1.6783], [-2.5998, -0.4376, 3.1326], [-3.9345, -1.9367, 1.6786], [-0.3462, 1.9432, 2.0785], [-1.2213, 2.8515, 2.6373], [-0.8073, 3.5843, 3.7660], [0.4180, 3.4257, 4.3618], [1.3264, 2.4593, 3.8498], [2.6097, 2.1182, 4.3471], [3.3263, 1.1176, 3.7437], [2.8651, 0.4043, 2.6183], [1.6514, 0.7446, 2.0702], [0.9100, 1.7648, 2.7257], [5.0827, 1.6193, -0.8533], [5.5777, 0.2386, 0.1313], [4.1706, 1.1877, 0.5983], [2.9169, 0.4240, -1.3342], [5.5638, -0.8108, -2.2006], [4.5903, 0.3897, -3.0535], [4.0254, -1.2757, -2.9312], [5.4003, -2.1877, -0.4572], [4.9067, -4.1521, 0.9381], [2.6996, -4.3677, 1.9909], [-0.1562, -2.0868, 1.3763], [1.6187, -2.8795, 3.7189], [-0.1146, -2.5771, 3.8787], [0.9689, -1.2752, 3.3728], [0.5941, -4.8602, 2.3924], [-0.0060, -4.5645, 0.7559], [-1.0115, -4.1795, 2.1539], [-5.4729, 0.1392, 1.6192], [-6.3981, 2.0658, 0.4164], [-4.9084, 3.5495, -0.8521], [-2.6672, 3.7544, -2.0207], [-0.3526, 3.4963, -0.0351], [-0.3933, 4.3929, -1.5663], [-0.4490, 2.6382, -1.5739], [-2.2555, 4.8438, 0.8115], [-3.6820, 5.1465, -0.1851], [-2.1079, 5.7705, -0.6864], [-2.0218, -1.0847, 1.1743], [-3.4736, -0.0362, 3.6439], [-1.7986, 0.2926, 3.1958], [-2.2921, -1.3447, 3.6515], [-4.6647, -1.8213, 2.4781], [-3.4002, -2.8718, 1.8531], [-4.4747, -2.0292, 0.7385], [-2.2153, 3.0021, 2.2405], [-1.5031, 4.3076, 4.1767], [0.6873, 4.0272, 5.2213], [3.0205, 2.6453, 5.1989], [4.3006, 0.8571, 4.1387], [3.4693, -0.3984, 2.2237], [-0.5079, -3.0948, -1.5418], [-2.2327, -3.0737, -1.3447], [-3.0235, -1.5411, -1.3776], [-2.9705, -4.2327, -1.1644], [-4.3667, -4.2172, -1.0627], [-5.5130, -4.2431, -0.9522], [-2.3864, -5.4943, -1.0286], [-1.9542, -6.5504, -0.8681], [1.9458, 0.4408, -6.9750], [1.8081, 0.3934, -5.6171], [1.9258, -0.8042, -4.9036], [1.5965, -0.8162, -3.5630], [1.2690, 0.2887, -2.8529], [1.3170, 1.4488, -3.5252], [1.5805, 1.5559, -4.8670], [1.7345, -0.4421, -7.4249], [1.4528, 1.2112, -7.4094], [2.1198, -1.7318, -5.4225], [1.6126, -1.7528, -3.0006], [1.1030, 2.3467, -2.9581], [1.4798, 2.5139, -5.3489]],
  "forces_ev_per_a": [[2.24, -0.16, 0.07], [-1.65, 1.03, -0.57], [0.20, 0.73, -0.24], [0.31, -0.10, -0.59], [-1.13, -1.29, -2.02], [-0.20, -0.05, -0.06], [-0.04, 0.17, -0.09], [-0.16, 0.00, 0.13], [-0.39, 0.19, -0.06], [0.11, -0.01, 0.02], [0.14, -0.02, 0.08], [0.07, -0.04, 0.03], [-0.22, 0.14, -0.13], [-0.29, -0.01, 0.01], [-0.10, 0.10, -0.12], [0.05, 0.08, -0.15], [0.48, -0.58, -0.03], [-0.92, 0.34, 0.19], [-0.59, 0.34, 0.10], [0.46, -0.36, -0.11], [0.43, -0.54, 0.89], [-0.72, 0.50, 0.08], [0.38, -0.04, -0.09], [-0.02, 0.05, 0.05], [-0.05, 0.06, 0.02], [-0.09, -0.05, 0.06], [0.10, -0.28, 0.04], [0.15, 0.11, -0.17], [0.08, -0.32, -0.25], [-0.08, -0.07, -0.11], [0.17, -0.24, 0.06], [0.13, 0.06, -0.11], [-0.01, 0.08, -0.13], [0.10, 0.63, 0.60], [0.16, -0.48, -0.55], [0.12, 0.29, 0.43], [-0.09, 0.09, 0.08], [-0.19, -0.17, -0.37], [0.16, -0.02, 0.10], [0.20, 0.23, 0.37], [-0.36, -0.10, -0.35], [0.40, 0.31, 0.43], [-0.08, 0.03, 0.06], [0.05, 0.13, -0.06], [0.20, -0.07, 0.06], [0.02, 0.09, 0.04], [0.16, -0.17, 0.09], [0.16, -0.05, -0.03], [0.03, 0.07, -0.07], [0.07, -0.01, -0.04], [0.08, -0.01, -0.07], [0.04, -0.05, 0.00], [-0.08, -0.10, 0.03], [0.18, -0.12, 0.05], [0.10, -0.08, 0.13], [-0.12, -0.01, 0.06], [0.00, 0.00, 0.11], [0.06, -0.11, 0.11], [-0.02, 0.00, 0.04], [-0.04, -0.02, 0.03], [-0.06, -0.11, 0.05], [-0.12, 0.03, -0.06], [-0.02, 0.13, 0.02], [0.09, -0.03, 0.24], [0.02, 0.06, 0.03], [0.00, 0.11, 0.02], [-0.09, 0.25, 0.13], [0.01, 0.05, 0.06], [-0.06, 0.09, 0.04], [0.05, 0.10, -0.03], [-0.38, 0.14, 0.19], [-0.13, 0.07, 0.10], [0.06, 0.01, 0.12], [0.07, -0.09, 0.07], [-0.12, 0.01, 0.16], [0.02, -0.03, 0.03], [0.05, -0.03, 0.08], [-0.02, 0.01, -0.05], [0.03, 0.02, 0.04], [0.02, 0.00, 0.05], [0.01, 0.01, 0.08], [0.03, 0.00, 0.06], [0.05, -0.06, -0.07], [-0.08, -0.42, 0.48], [-0.14, 0.31, -0.09], [0.28, -0.30, 0.21], [0.45, 0.52, -0.17], [-0.74, 0.17, 0.13], [-0.30, -0.02, -0.01], [0.49, -0.71, 0.12], [0.16, -0.27, -0.03], [0.24, -0.02, -0.46], [0.10, 0.15, 0.72], [-0.16, 0.02, 0.14], [0.40, 0.24, 0.03], [-0.16, -0.34, -0.52], [-0.01, 0.03, 0.29], [0.06, -0.34, -0.19], [-0.14, 0.20, 0.05], [0.01, -0.19, 0.09], [0.02, -0.07, 0.02], [-0.04, 0.14, -0.18], [-0.17, -0.07, -0.01], [0.05, 0.12, -0.03]],
  "lowdin_charge": [0.9747, -0.0124, -0.0580, 0.0988, -0.1822, -0.0540, -0.3689, -0.0714, -0.1486, -0.0575, -0.0854, -0.0456, -0.1460, -0.3715, -0.0436, -0.0764, -0.1999, -0.0728, -0.2006, -0.2263, -0.1485, -0.2452, -0.1772, -0.0443, -0.0784, -0.0571, -0.1696, -0.3737, -0.0960, -0.0719, -0.3904, -0.0441, -0.0989, -0.1111, -0.0187, -0.0856, -0.0462, -0.1756, -0.0431, -0.0818, -0.0315, -0.0874, -0.0878, 0.0751, 0.0745, 0.0578, 0.1011, 0.0669, 0.0797, 0.0648, 0.1025, 0.0925, 0.1055, 0.0954, 0.0773, 0.0692, 0.0635, 0.0674, 0.0383, 0.0756, 0.1076, 0.0936, 0.1086, 0.0929, 0.0750, 0.0820, -0.0020, 0.0677, 0.0599, 0.0740, 0.0837, 0.0800, 0.0607, 0.0699, 0.0707, 0.0769, 0.0308, 0.1051, 0.0953, 0.0956, 0.0973, 0.0950, 0.1068, 0.5729, -1.0485, 0.6140, -0.3978, -0.2890, 0.1391, -0.2848, 0.1305, 0.1017, -0.3799, -0.0781, -0.2858, -0.1081, -0.2056, -0.0627, 0.0696, 0.0933, 0.1138, 0.0905, 0.0977, 0.0948]
}

(2)
{
  "formula": "C45H46N8O4PbSi",
  "method": "ωB97M-V/def2-TZVPD",
  "total_charge": 2,
  "multiplicity": 1,
  "species": ["Pb", "O", "C", "N", "C", "O", "C", "C", "C", "C", "C", "N", "C", "C", "C", "C", "C", "N", "H", "H", "H", "H", "H", "H", "H", "H", "C", "C", "N", "C", "C", "N", "H", "H", "H", "H", "H", "H", "C", "C", "C", "C", "Si", "O", "C", "C", "C", "C", "C", "C", "C", "C", "C", "C", "C", "C", "H", "H", "H", "H", "H", "H", "H", "H", "H", "H", "H", "H", "H", "H", "H", "H", "H", "H", "H", "C", "C", "C", "C", "C", "N", "C", "O", "N", "C", "C", "C", "C", "N", "C", "C", "C", "H", "H", "H", "H", "H", "H", "H", "H", "H", "H", "H", "H", "H"],
  "xyz": [[-0.4143, -0.6000, -0.6950], [-3.2264, 0.7936, 2.3095], [-2.4098, 0.2032, 1.6495], [-1.7365, 0.6972, 0.5422], [-1.7790, 2.0660, 0.2952], [-1.9021, 2.9347, 1.1213], [-1.6490, 2.4276, -1.1663], [-1.9961, 3.7004, -1.5977], [-1.9241, 3.9753, -2.9542], [-1.4955, 2.9808, -3.8240], [-1.1433, 1.7488, -3.3003], [-1.2242, 1.4787, -1.9974], [-2.1082, -1.2410, 1.9594], [-2.5514, -1.7859, 3.1532], [-2.2519, -3.1138, 3.4168], [-1.5429, -3.8496, 2.4758], [-1.1434, -3.2274, 1.3050], [-1.4187, -1.9457, 1.0583], [-2.3240, 4.4303, -0.8707], [-2.2062, 4.9494, -3.3316], [-1.4419, 3.1551, -4.8905], [-0.7941, 0.9386, -3.9345], [-3.1032, -1.1566, 3.8417], [-2.5675, -3.5719, 4.3454], [-1.2979, -4.8892, 2.6440], [-0.5864, -3.7621, 0.5437], [-4.3247, -1.2777, -0.9933], [-3.4207, -1.8729, -2.0109], [-2.1071, -1.7249, -2.0931], [-1.6878, -2.4618, -3.1864], [-2.7577, -3.0589, -3.7661], [-3.8398, -2.6760, -3.0113], [-3.8205, -0.4571, -0.4874], [-4.6178, -2.0211, -0.2491], [-5.2308, -0.8878, -1.4564], [-0.6530, -2.4999, -3.4916], [-2.8491, -3.7011, -4.6253], [-4.7966, -2.9453, -3.1736], [1.8802, 1.8788, -5.2664], [2.3710, 0.4515, -5.1828], [3.8622, 0.2573, -5.1281], [1.5987, -0.5034, -6.0495], [2.8138, -0.4059, -2.4711], [1.9517, 0.0130, -3.7165], [3.3450, 0.8910, -1.3184], [4.5225, 0.8384, -0.5633], [4.8199, 1.8542, 0.3258], [3.9296, 2.9089, 0.5031], [2.7474, 2.9673, -0.2250], [2.4630, 1.9708, -1.1433], [3.4092, -2.1218, -2.3148], [2.4976, -3.1859, -2.3332], [2.9403, -4.4923, -2.2188], [4.3015, -4.7515, -2.1062], [5.2180, -3.7075, -2.1050], [4.7768, -2.3973, -2.1963], [1.7969, 2.1762, -6.3161], [2.5685, 2.5643, -4.7747], [0.8925, 1.9616, -4.8167], [4.2977, 0.5541, -6.0904], [4.1209, -0.7916, -4.9748], [4.3145, 0.9093, -4.3751], [1.7476, -0.2401, -7.1027], [0.5347, -0.4274, -5.8353], [1.9452, -1.5248, -5.9031], [5.2065, 0.0008, -0.6568], [5.7409, 1.8231, 0.8936], [4.1622, 3.6923, 1.2133], [2.0593, 3.7908, -0.0821], [1.5527, 2.0277, -1.7360], [1.4355, -2.9927, -2.4383], [2.2311, -5.3101, -2.2257], [4.6508, -5.7730, -2.0254], [6.2777, -3.9153, -2.0328], [5.5109, -1.5959, -2.2013], [-6.2249, 2.7196, 5.5859], [-4.7810, 2.3501, 5.3979], [-4.2602, 1.1902, 5.9580], [-2.9342, 0.8201, 5.7831], [-2.0994, 1.6332, 5.0220], [-0.7382, 1.3077, 4.7569], [0.0503, 0.4991, 5.5176], [-0.2773, -0.0703, 6.5285], [1.3966, 0.3769, 5.0526], [1.7847, -0.0448, 3.7862], [3.0895, -0.5053, 3.5941], [3.4627, -1.0087, 2.3652], [2.5331, -1.0355, 1.3387], [1.3018, -0.5643, 1.4930], [0.9331, -0.0747, 2.6742], [-2.6004, 2.7972, 4.4557], [-3.9242, 3.1474, 4.6463], [-6.5783, 2.4393, 6.5783], [-6.8554, 2.2080, 4.8553], [-6.3783, 3.7913, 5.4614], [-4.9009, 0.5604, 6.5657], [-2.5496, -0.0684, 6.2584], [-0.2571, 1.9530, 4.1506], [1.9670, 0.0218, 5.8052], [3.7912, -0.4885, 4.4201], [4.4617, -1.3952, 2.2091], [2.7785, -1.4732, 0.3791], [-0.0829, 0.2828, 2.7543], [-1.9601, 3.4233, 3.8445], [-4.2983, 4.0607, 4.1979]],
  "forces_ev_per_a": [[0.42, -0.20, -0.19], [-0.02, -0.04, -0.08], [-0.02, 0.08, -0.09], [-0.02, 0.18, 0.12], [-0.02, -0.09, 0.06], [0.03, 0.01, 0.00], [-0.01, 0.17, 0.00], [0.03, -0.06, 0.02], [0.00, -0.01, 0.03], [-0.01, -0.02, 0.01], [-0.06, -0.06, 0.01], [-0.01, -0.06, -0.11], [0.00, -0.10, -0.01], [0.01, -0.01, -0.02], [0.00, 0.01, 0.00], [0.03, 0.02, -0.06], [-0.05, -0.02, 0.11], [-0.02, -0.05, 0.05], [0.00, -0.01, -0.01], [0.00, -0.01, 0.00], [0.01, 0.00, 0.03], [-0.06, 0.05, 0.06], [0.02, -0.02, -0.04], [0.01, 0.01, -0.02], [-0.01, 0.02, 0.00], [0.00, 0.00, 0.01], [0.00, 0.02, 0.04], [0.14, -0.04, -0.09], [-0.23, -0.01, 0.03], [0.05, 0.03, -0.01], [0.03, -0.02, -0.03], [-0.03, 0.05, 0.06], [-0.03, -0.02, -0.03], [0.01, 0.02, 0.00], [0.00, -0.01, 0.00], [-0.06, 0.01, 0.03], [0.01, 0.03, 0.04], [-0.02, 0.00, -0.01], [0.26, 0.02, -0.40], [-0.69, -0.38, 1.79], [0.29, 0.33, -1.08], [0.30, 0.08, -0.43], [0.59, 0.06, 0.11], [-0.44, 0.17, -0.43], [-0.33, 0.06, -0.09], [0.04, -0.19, 0.04], [0.01, 0.07, 0.05], [0.02, -0.03, 0.00], [0.00, -0.03, -0.01], [0.00, 0.08, -0.12], [-0.20, -0.01, 0.01], [-0.01, -0.01, -0.06], [0.04, -0.02, 0.01], [0.00, 0.01, 0.00], [0.01, -0.04, 0.01], [0.10, 0.11, 0.03], [0.08, -0.01, 0.08], [-0.05, 0.04, 0.10], [0.15, 0.00, -0.07], [0.04, -0.06, 0.13], [0.00, 0.01, 0.07], [-0.02, -0.07, 0.03], [0.01, -0.05, 0.13], [-0.03, -0.04, 0.02], [-0.09, -0.06, 0.02], [-0.06, 0.07, 0.00], [-0.02, 0.00, -0.02], [0.00, -0.02, -0.01], [0.01, -0.02, -0.01], [0.06, 0.02, 0.03], [0.00, -0.01, 0.00], [0.02, 0.02, 0.00], [-0.01, 0.03, 0.00], [-0.03, 0.00, 0.00], [-0.07, -0.07, 0.00], [-0.05, 0.03, 0.02], [0.03, 0.03, -0.04], [0.04, -0.07, 0.03], [0.03, 0.08, -0.06], [-0.07, -0.01, 0.14], [0.06, -0.05, 0.01], [0.11, 0.06, 0.02], [-0.01, -0.08, 0.04], [-0.28, 0.16, -0.19], [-0.15, -0.06, 0.00], [0.05, -0.03, -0.01], [0.05, -0.02, 0.06], [-0.01, -0.08, 0.07], [-0.06, 0.09, -0.04], [0.10, 0.04, 0.18], [0.05, -0.01, 0.04], [-0.03, 0.01, -0.02], [0.00, 0.00, -0.02], [0.00, 0.00, 0.00], [0.00, -0.02, 0.00], [0.02, 0.01, -0.01], [0.01, 0.00, 0.02], [0.00, 0.03, -0.01], [0.05, -0.05, 0.03], [-0.01, -0.01, -0.02], [-0.03, 0.01, 0.01], [0.01, 0.00, -0.06], [0.04, 0.01, -0.03], [-0.01, -0.01, 0.01], [0.01, -0.02, 0.02]],
  "lowdin_charge": [1.3405, 0.1369, -0.4717, -0.0319, -0.4341, 0.1275, -0.2005, 0.0330, -0.0130, -0.0342, -0.1389, -0.0046, -0.2139, 0.0422, -0.0017, -0.0210, -0.1117, -0.0245, 0.1315, 0.1244, 0.1187, 0.1032, 0.1208, 0.1267, 0.1184, 0.1163, 0.0241, -0.3600, -0.0546, -0.1509, -0.0588, 0.1236, 0.0630, 0.1001, 0.0977, 0.0878, 0.1249, 0.1746, -0.0003, -0.5092, -0.0291, -0.0097, 0.7307, -0.2032, -0.2658, -0.0845, -0.0477, -0.0288, -0.0434, -0.0928, -0.2671, -0.0935, -0.0516, -0.0374, -0.0465, -0.0849, 0.1101, 0.1003, 0.0536, 0.1197, 0.0920, 0.0942, 0.1107, 0.0891, 0.0967, 0.1017, 0.1208, 0.1215, 0.1184, 0.0890, 0.0733, 0.1167, 0.1212, 0.1206, 0.1064, -0.0465, -0.2722, -0.0315, -0.0303, -0.2348, 0.1413, -0.4990, 0.1074, 0.1367, -0.1995, 0.0123, -0.0435, -0.1774, -0.0231, -0.0694, -0.0367, -0.0317, 0.0816, 0.0843, 0.0788, 0.1181, 0.1028, 0.1449, 0.1472, 0.1276, 0.1165, 0.0804, 0.0873, 0.1083, 0.1185]
}

It is found that the total energy values, taken in the order of the records, are -282668.623; -80639.249 eV.